C5H9NO | ωB97M-V/def2-TZVPD

Structure (ORCA input):
```
! wB97M-V def2-TZVPD RIJCOSX def2/J DEFGRID3
* xyz 0 1
O 0.54 -1.95 1.56
C 1.01 -0.91 1.19
C 1.02 0.02 -0.40
C -0.03 0.23 0.64
C -1.35 -0.45 0.53
C -2.32 0.04 -0.22
N 1.82 1.20 -0.41
H 1.90 -0.47 1.67
H 0.88 -0.73 -1.19
H -0.03 0.35 -2.02
H -0.05 1.27 0.94
H -1.52 -1.34 1.11
H -3.34 -0.31 -0.18
H -2.10 0.79 -0.98
H 2.61 1.08 -1.05
H 0.95 1.19 -1.18
*
```

Computed properties:
**HOMO energy**: -8.223 eV
**ΔE to the lowest compared entry with this formula, charge and spin**: 215.6 kcal/mol
**E_LUMO**: -1.621 eV

=====

C5H9NO | ωB97M-V/def2-TZVPD

Structure (ORCA input):
```
! wB97M-V def2-TZVPD RIJCOSX def2/J DEFGRID3
* xyz 0 1
C 0.98 -0.15 -0.65
C 0.26 0.91 0.01
C -1.27 0.89 -0.13
C -1.42 -0.72 -0.26
C 0.05 -0.88 0.38
H 2.87 0.43 -0.61
H 0.85 -0.41 -1.63
H 0.83 1.85 0.45
H -1.73 1.46 -0.97
H -1.68 1.36 0.95
H -1.49 -1.14 -1.39
H -2.25 -1.52 0.26
H 0.10 -1.84 0.80
H 1.22 -0.17 1.47
N 0.27 0.03 1.42
O 2.41 -0.10 -0.09
*
```

Computed properties:
**HOMO energy**: -9.186 eV
**ΔE to the lowest compared entry with this formula, charge and spin**: 140.6 kcal/mol
**E_LUMO**: 0.882 eV

=====

C5H9NO | ωB97M-V/def2-TZVPD

Structure (ORCA input):
```
! wB97M-V def2-TZVPD RIJCOSX def2/J DEFGRID3
* xyz 0 1
C 1.26 -1.23 -0.05
C 0.61 0.14 0.12
O 1.56 1.15 0.50
C -0.25 0.57 -1.09
N -1.38 1.03 -0.22
C -1.88 -0.21 0.41
C -0.66 0.41 0.95
H 0.80 -2.13 0.39
H 2.33 -0.96 0.50
H 1.73 -1.46 -1.06
H 1.26 2.04 0.29
H -0.57 -0.20 -1.80
H 0.50 1.22 -1.78
H -1.83 -1.14 -0.16
H -2.80 -0.08 0.97
H -0.63 0.89 1.93
*
```

Computed properties:
**HOMO energy**: -9.146 eV
**ΔE to the lowest compared entry with this formula, charge and spin**: 91.6 kcal/mol
**E_LUMO**: 0.994 eV
**SMILES string**: C[C@@]1(O)CN2C[C@H]21

=====

C5H9NO | ωB97M-V/def2-TZVPD

Structure (ORCA input):
```
! wB97M-V def2-TZVPD RIJCOSX def2/J DEFGRID3
* xyz 0 1
C 1.28 -1.19 0.12
C 0.67 0.22 0.04
O 1.72 1.11 0.34
C -0.26 0.63 -1.15
N -1.47 0.79 -0.29
C -1.76 -0.38 0.48
C -0.60 0.45 0.88
H 0.52 -1.98 0.12
H 1.85 -1.27 1.05
H 1.98 -1.37 -0.71
H 1.67 1.84 -0.29
H -0.30 -0.05 -2.02
H -0.37 1.69 -1.36
H -1.65 -1.35 -0.01
H -2.68 -0.23 1.04
H -0.60 1.08 1.76
*
```

Computed properties:
**HOMO energy**: -9.187 eV
**ΔE to the lowest compared entry with this formula, charge and spin**: 80.3 kcal/mol
**E_LUMO**: 0.984 eV
**SMILES string**: C[C@@]1(O)CN2C[C@H]21

=====

C5H9NO | ωB97M-V/def2-TZVPD

Structure (ORCA input):
```
! wB97M-V def2-TZVPD RIJCOSX def2/J DEFGRID3
* xyz 0 1
C -1.23 -0.38 1.75
C -0.72 -0.78 0.36
C -0.53 0.34 -0.62
O 0.52 1.38 -0.01
C 1.33 0.81 -1.37
C 1.53 -0.59 -1.70
N 1.76 -1.71 -1.92
H -2.20 0.13 1.68
H -1.35 -1.25 2.39
H -0.54 0.30 2.27
H -1.45 -1.46 -0.11
H 0.20 -1.38 0.45
H -1.43 0.95 -0.73
H 0.90 1.03 0.81
H 2.30 1.23 -1.04
H 0.93 1.38 -2.20
*
```

Computed properties:
**HOMO energy**: -7.479 eV
**ΔE to the lowest compared entry with this formula, charge and spin**: 152.2 kcal/mol
**E_LUMO**: 0.323 eV

=====

C5H9NO | ωB97M-V/def2-TZVPD

Structure (ORCA input):
```
! wB97M-V def2-TZVPD RIJCOSX def2/J DEFGRID3
* xyz 0 1
C -1.47 -1.51 -0.69
C 0.41 0.34 0.44
C -0.46 0.67 1.62
C 1.75 0.83 -0.05
N 1.19 0.78 -1.45
C 0.08 0.15 -0.85
O -0.96 -0.41 -1.47
H -2.51 -1.64 -1.00
H -1.44 -1.31 0.39
H -0.87 -2.40 -0.89
H -0.39 -0.02 2.47
H -1.50 0.71 1.29
H -0.20 1.67 1.96
H 2.07 1.82 0.28
H 2.57 0.11 0.05
H 1.71 0.30 -2.17
*
```

Computed properties:
**HOMO energy**: -7.750 eV
**ΔE to the lowest compared entry with this formula, charge and spin**: 69.8 kcal/mol
**E_LUMO**: 1.014 eV